1.
Molecular formula: C2S3
Method: DFT, wB97M-V/def2-TZVPD

Geometry (Å):
1 C -0.988 -0.020 -1.227
2 C 0.679 -0.613 0.888
3 S -1.366 -0.790 0.226
4 S 0.784 1.158 0.964
5 S 0.892 0.264 -0.850

Forces on atoms 1 to 3 (eV/Å):
C 0.416 -1.009 1.269
C -1.267 0.285 -0.470
S 1.115 0.757 -0.819

## Properties
- LUMO level: -1.3 eV
- HOMO-LUMO gap: 7.586 eV
- Relative energy (zero: lowest compared OMol25 entry of this formula, charge and spin): 3.720 eV
- E: -34573.52331 eV

For reference, the Mulliken charges in units of e are: C -0.081; C -0.102; S 0.019; S 0.042; S 0.123

---

2.
Molecular formula: C7H14N5
Method: DFT, wB97M-V/def2-TZVPD

Geometry (Å):
1 C 2.879 -2.500 0.947
2 C 1.633 -1.801 1.146
3 C -1.371 -0.444 0.458
4 C -2.067 0.292 -0.650
5 C -0.177 0.334 1.019
6 C -1.468 0.449 -1.910
7 C -0.405 1.796 1.281
8 N 3.473 -2.064 -0.083
9 N 2.786 -0.973 -0.504
10 N 1.708 -0.762 0.242
11 N 0.970 0.273 0.188
12 N -1.300 1.578 -2.518
13 H 3.290 -3.159 1.667
14 H 0.934 -2.005 1.899
15 H -2.226 -0.593 1.194
16 H -0.808 -1.382 0.147
17 H -3.049 -0.186 -0.965
18 H -2.499 1.254 -0.243
19 H -0.056 -0.073 1.990
20 H -1.017 -0.272 -2.499
21 H -1.573 2.121 1.276
22 H 0.009 2.448 0.511
23 H -0.019 2.079 2.205
24 H -1.123 1.566 -3.480
25 H 3.390 -0.339 -1.133
26 H -1.912 2.363 -2.186

Forces on atoms 1 to 3 (eV/Å):
C -3.018 0.413 1.455
C 3.160 -0.127 -1.539
C 0.127 -1.282 0.251

## Properties
- Charge: +1
- LUMO level (spin up / spin down): -4.5 / -4.5 eV
- HOMO-LUMO gap (spin up / spin down): 6.370 / 6.369 eV
- Relative energy (zero: lowest compared OMol25 entry of this formula, charge and spin): 4.328 eV
- E: -14924.93108 eV

Results of the Mulliken charge analysis, in e, for atoms 1 through 8: C -0.287; C -0.237; C -0.571; C -0.524; C 0.314; C -0.063; C -1.467; N -0.601

---

3.
Molecular formula: C5H8O
Method: DFT, wB97M-V/def2-TZVPD

Geometry (Å):
1 O -1.526 -1.379 -0.249
2 C -1.093 -0.029 -0.386
3 C -0.500 0.559 0.903
4 C 0.993 0.191 0.844
5 C 1.231 0.086 -0.649
6 C 0.085 0.044 -1.332
7 H -0.728 -1.924 -0.208
8 H -1.980 0.516 -0.721
9 H -0.592 1.651 0.858
10 H -1.022 0.203 1.794
11 H 1.635 0.939 1.323
12 H 1.204 -0.764 1.346
13 H 2.228 0.037 -1.082
14 H -0.026 -0.041 -2.408

Forces on atoms 1 to 3 (eV/Å):
O 0.121 -0.197 0.058
C -0.035 0.343 -0.023
C -0.031 0.007 0.078

## Properties
- SMILES: O[C@@H]1C=CCC1
- LUMO level: 1.0 eV
- HOMO-LUMO gap: 10.685 eV
- Relative energy (zero: lowest compared OMol25 entry of this formula, charge and spin): 0.747 eV
- E: -7361.50779 eV

Results of the Mulliken charge analysis, in e, for atoms 1 through 8: O -0.563; C -0.105; C -0.569; C -0.671; C -0.172; C -0.601; H 0.387; H 0.369

---

4.
Molecular formula: C38H78O25S7
Method: DFT, wB97M-V/def2-TZVPD

Geometry (Å):
1 C 0.664 2.956 -4.004
2 C -0.085 2.937 -5.328
3 C 0.069 1.632 -6.233
4 O -1.282 1.062 -6.147
5 C -2.126 1.926 -5.532
6 O -3.327 1.740 -5.438
7 O -1.523 2.929 -5.014
8 H 0.534 1.978 -3.541
9 H 0.214 3.727 -3.377
10 H 1.736 2.929 -4.198
11 H 0.171 3.779 -5.972
12 H 0.724 0.906 -5.749
13 H 0.510 1.849 -7.205
14 C -4.982 4.841 3.204
15 C -4.006 3.995 4.074
16 C -4.409 2.429 4.328
17 O -3.276 1.771 3.902
18 C -2.370 2.583 3.254
19 O -1.320 2.169 2.714
20 O -2.855 3.894 3.302
21 H -5.339 4.399 2.274
22 H -4.629 5.825 2.895
23 H -5.867 4.981 3.825
24 H -3.747 4.554 4.973
25 H -5.243 2.302 3.638
26 H -4.804 2.123 5.296
27 C 4.115 -0.492 -5.192
28 C 3.913 -1.939 -4.714
29 C 3.408 -2.135 -3.321
30 O 2.009 -1.910 -3.576
31 C 1.729 -2.381 -4.779
32 O 0.563 -2.490 -5.268
33 O 2.890 -2.435 -5.514
34 H 3.216 0.100 -5.023
35 H 4.420 -0.282 -6.217
36 H 4.857 0.074 -4.628
37 H 4.820 -2.512 -4.906
38 H 3.901 -1.549 -2.546
39 H 3.516 -3.190 -3.068
40 C -0.845 -6.547 -2.289
41 C 0.096 -5.500 -2.817
42 C 0.302 -4.237 -1.944
43 O 1.632 -4.314 -1.577
44 C 2.139 -5.446 -2.002
45 O 3.273 -5.840 -1.676
46 O 1.357 -6.058 -2.870
47 H -0.940 -7.367 -3.000
48 H -1.817 -6.123 -2.038
49 H -0.444 -7.002 -1.384
50 H -0.169 -5.239 -3.842
51 H -0.306 -4.350 -1.046
52 H 0.116 -3.335 -2.526
53 C 1.232 -1.235 5.707
54 C -0.111 -1.085 6.333
55 C -1.137 -0.432 5.429
56 O -2.077 -1.462 5.301
57 C -1.948 -2.455 6.053
58 O -2.706 -3.444 6.164
59 O -0.771 -2.261 6.789
60 H 1.005 -2.061 5.033
61 H 1.915 -1.515 6.509
62 H 1.506 -0.280 5.258
63 H -0.042 -0.428 7.200
64 H -0.746 -0.342 4.416
65 H -1.595 0.527 5.671
66 C -0.818 6.392 3.059
67 C -0.303 5.933 1.602
68 C 0.800 4.877 1.532
69 O 0.363 4.051 0.522
70 C -0.852 4.327 0.126
71 O -1.497 3.703 -0.727
72 O -1.333 5.378 0.777
73 H -1.840 6.633 3.349
74 H -0.197 7.267 3.248
75 H -0.549 5.724 3.878
76 H -0.079 6.843 1.046
77 H 0.953 4.264 2.421
78 H 1.755 5.366 1.339
79 C 3.995 -3.291 2.754
80 S 3.939 -2.756 0.983
81 O 4.651 -1.425 0.844
82 C 4.965 -4.071 0.262
83 H 3.675 -2.582 3.517
84 H 4.870 -3.927 2.892
85 H 3.122 -3.929 2.897
86 H 4.694 -5.057 0.640
87 H 6.019 -3.911 0.488
88 H 5.031 -3.950 -0.819
89 C -3.031 -3.615 -6.211
90 S -3.166 -2.071 -5.338
91 O -4.696 -2.068 -5.108
92 C -2.173 -2.359 -3.826
93 H -3.829 -3.425 -6.928
94 H -3.213 -4.411 -5.489
95 H -2.046 -3.852 -6.612
96 H -2.752 -2.081 -2.945
97 H -1.349 -1.653 -3.727
98 H -1.857 -3.400 -3.759
99 C 4.398 1.693 5.815
100 S 3.104 2.308 4.604
101 O 2.667 1.247 3.586
102 C 1.776 2.785 5.827
103 H 5.027 1.163 5.100
104 H 3.969 0.959 6.497
105 H 4.710 2.645 6.244
106 H 0.920 3.066 5.213
107 H 2.160 3.616 6.418
108 H 1.602 1.919 6.466
109 C -5.041 2.035 -2.206
110 S -4.595 2.171 -0.433
111 O -5.887 2.029 0.455
112 C -3.734 0.527 -0.290
113 H -5.503 2.908 -2.668
114 H -5.700 1.182 -2.367
115 H -4.195 1.966 -2.891
116 H -3.268 0.661 0.686
117 H -2.839 0.547 -0.911
118 H -4.496 -0.238 -0.438
119 C 3.335 3.322 -0.944
120 S 4.604 2.002 -0.819
121 O 5.243 2.034 -2.235
122 C 5.752 2.925 0.404
123 H 2.631 2.980 -0.185
124 H 3.057 3.367 -1.997
125 H 3.577 4.298 -0.522
126 H 6.485 2.139 0.582
127 H 5.208 3.061 1.339
128 H 6.217 3.864 0.102
129 C -4.835 -3.824 0.049
130 S -3.184 -4.714 -0.210
131 O -2.497 -3.958 -1.345
132 C -2.421 -4.091 1.364
133 H -5.324 -3.991 1.009
134 H -5.389 -4.062 -0.859
135 H -4.618 -2.757 0.077
136 H -1.418 -4.512 1.291
137 H -3.088 -4.552 2.092
138 H -2.365 -3.005 1.284
139 C 0.042 0.088 -1.321
140 S -0.243 -0.527 0.423
141 O -0.067 -2.015 0.513
142 C 1.046 0.386 1.329
143 H 0.095 1.147 -1.577
144 H -0.687 -0.261 -2.051
145 H 0.988 -0.320 -1.678
146 H 1.935 -0.187 1.064
147 H 0.644 0.389 2.343
148 H 1.240 1.420 1.043

Forces on atoms 1 to 3 (eV/Å):
C -0.356 -1.171 -0.870
C -0.231 -1.187 -0.561
C -0.709 0.322 2.406

## Properties
- LUMO level: -0.4 eV
- HOMO-LUMO gap: 7.295 eV
- Relative energy (zero: lowest compared OMol25 entry of this formula, charge and spin): 4.079 eV
- E: -167695.02194 eV

Results of the Mulliken charge analysis, in e, for atoms 1 through 8: C -0.696; C 0.172; C 0.110; O -0.305; C 0.629; O -0.572; O -0.354; H -0.146